Density functional theory data (wB97M-V/def2-TZVPD) for C35H37BCdF3N2S as an isolated structure in a non-equilibrium geometry.

```
80
Properties=species:S:1:pos:R:3:mulliken_charge:R:1
Cd 1.80028 1.18300 -1.69918 1.761
C -3.67439 1.72333 4.41197 -2.476
C -2.94808 1.70703 3.06410 2.497
C -3.59204 0.62652 2.18508 -1.374
C -3.14580 3.07634 2.39273 -1.574
C -1.45039 1.44437 3.21246 -0.258
C -0.84193 1.24494 4.45691 -0.280
C 0.52394 1.06363 4.58173 -1.008
C 1.30179 1.08507 3.43713 1.771
S 3.01271 0.91501 3.27454 -0.530
C 2.84655 1.10206 1.51228 0.938
N 1.62700 1.27063 1.11867 -0.172
C 0.72337 1.26927 2.16996 -1.978
C -0.65423 1.44311 2.07161 0.340
C 4.03519 1.04236 0.65604 1.521
C 5.30614 1.05876 1.24500 -0.869
C 6.43746 1.04396 0.45527 -0.656
C 6.29934 1.01347 -0.92565 -0.689
C 5.03725 0.98307 -1.49683 0.076
C 3.85705 0.98833 -0.74320 -1.315
H -4.73757 1.91544 4.25536 0.444
H -3.28419 2.50880 5.06302 0.447
H -3.58004 0.76215 4.92130 0.436
H -4.65196 0.85199 2.04284 0.556
H -3.50927 -0.35487 2.65500 0.290
H -3.12558 0.57827 1.20067 0.024
H -4.21042 3.32153 2.36048 0.472
H -2.76875 3.06374 1.37073 0.189
H -2.62207 3.85838 2.94622 0.372
H -1.43508 1.23092 5.36013 0.485
H 0.97468 0.90952 5.55423 0.380
H -1.08276 1.57970 1.08994 0.135
H 5.40378 1.09475 2.32490 0.327
H 7.42043 1.06451 0.91011 0.366
H 7.18388 1.01883 -1.55323 0.368
H 4.96174 0.96100 -2.58102 0.364
C 0.03374 -0.93032 -4.65662 -1.320
C 0.97158 -1.97069 -4.03679 0.547
C 2.39635 -1.41786 -3.85598 -1.402
C 0.49942 -2.57252 -2.72151 0.990
C 0.56237 -3.95956 -2.61481 -0.961
C 0.24212 -4.62613 -1.44575 -1.376
C -0.11180 -3.88025 -0.33459 -0.399
C -0.19871 -2.49685 -0.39560 0.079
C -0.47749 -1.72662 0.88258 3.239
C -1.71209 -2.22833 1.63163 -1.864
C 0.76596 -1.77354 1.77948 -1.356
C 0.07732 -1.81380 -1.60711 -1.446
N -0.03829 -0.41657 -1.65607 2.043
C -1.28564 0.09914 -1.67534 0.560
C -2.46073 -0.65781 -1.95327 -0.827
C -3.71669 -0.08936 -2.03909 -0.791
C -3.91088 1.27257 -1.84240 -0.815
C -2.79871 2.05012 -1.54451 -0.179
C -1.55796 1.46921 -1.45921 -0.190
F -0.52571 2.29882 -1.11065 -0.688
H 0.44216 -0.58770 -5.61033 0.492
H -0.07974 -0.06948 -4.00644 -0.191
H -0.95291 -1.36301 -4.83645 0.324
H 1.03067 -2.79987 -4.74875 0.544
H 2.47680 -0.84436 -2.93190 0.082
H 2.66977 -0.76398 -4.68747 0.368
H 3.12093 -2.23226 -3.79927 0.336
H 0.85410 -4.53463 -3.48813 0.347
H 0.27971 -5.70781 -1.40074 0.359
H -0.32133 -4.38435 0.60288 0.330
H -0.65194 -0.68411 0.62725 -1.726
H -1.60355 -3.26824 1.94931 0.351
H -2.59988 -2.14695 1.00093 0.399
H -1.86650 -1.62043 2.52585 0.327
H 1.02197 -2.80250 2.04484 0.387
H 0.59549 -1.20922 2.70071 0.305
H 1.61728 -1.33529 1.25349 0.247
H -2.34514 -1.71929 -2.12994 0.511
H -4.56771 -0.72015 -2.27207 0.402
H -4.89529 1.71532 -1.91385 0.376
H -2.89182 3.11506 -1.37327 0.506
F 2.23525 2.08276 -4.75981 -0.277
B 1.55912 2.29443 -3.60033 -0.757
F 0.68035 3.30748 -3.79217 -0.265
```

The calculation puts the HOMO energy at -4.1 eV. The value obtained for the frontier orbital gap is 6.51 eV. As for the charge: -1. Its spin multiplicity is 1.



Density functional theory data (wB97M-V/def2-TZVPD) for C3H2N2O2 in the gas phase in a non-equilibrium geometry.

```
9
Properties=species:S:1:pos:R:3:mulliken_charge:R:1
O 1.20948 -1.93530 -1.46161 -0.394
C 0.75081 -1.52334 -0.42522 -0.069
C 0.63846 -0.00252 -0.16977 0.627
N -0.37514 0.30295 0.80004 -0.270
C -1.31540 1.29254 0.46007 0.238
N -0.41900 1.89661 1.05763 -0.327
O 1.39653 0.79563 -0.64899 -0.447
H 0.40192 -2.18627 0.39685 0.333
H -2.28765 1.35969 -0.00901 0.309
```

The calculation puts the HOMO energy at -10.1 eV. The SMILES is O=CC(=O)N1C=N1. The calculation puts the energy relative to the best compared isomer or geometry (same formula, charge and spin) at 368.50 kJ/mol. The value obtained for the frontier orbital gap is 9.35 eV. Its spin multiplicity is 1.



Density functional theory data (wB97M-V/def2-TZVPD) for C3H4BaO2 as an isolated structure in a non-equilibrium geometry.

```
10
Properties=species:S:1:pos:R:3:lowdin_spin:R:1
O -1.21827 -0.68198 -0.30426 0.069
C -1.37468 0.49568 0.26564 0.325
Ba 0.12720 2.76561 -0.53546 0.090
O -2.41942 1.09561 0.43871 0.223
C 0.20687 -1.02112 -0.32587 0.021
H 0.28454 -1.93902 0.27118 0.003
H 0.47129 -1.22918 -1.36938 -0.001
C 0.92255 0.16702 0.26729 0.236
H 1.03041 0.17905 1.36214 0.004
H 1.96950 0.16834 -0.06998 0.030
```

The expectation value of S² is 0.757. The calculation puts the HOMO energy (alpha / beta) at -10.9 / -12.0 eV. The calculation puts the energy relative to the best compared isomer or geometry (same formula, charge and spin) at 137.98 kJ/mol. The value obtained for the frontier orbital gap (alpha / beta) is 5.94 / 7.04 eV. As for the charge: +1. Its spin multiplicity is 2.